ORCA calculation (ωB97M-V/def2-TZVPD) on a molecular structure, C19H24IrN4S2 in a non-equilibrium geometry.

Computed properties:
- spin multiplicity = 2
- E_LUMO (spin up / spin down) (Ha) = -0.3117 / -0.3078
- Kohn-Sham gap (spin up / spin down) (Eh) = 0.1920 / 0.1964
- net charge = +2
- E_HOMO (spin up / spin down) (eV) = -13.71 / -13.72
- calculated total energy (Ha) = -1857.5220

Structure (XYZ):
```
50
Properties=species:S:1:pos:R:3:forces:R:3:nbo_charge:R:1
Ir -0.912 -0.587 1.747 1.33 -1.95 -1.17 0.99
N -0.534 -0.644 4.285 -0.65 0.32 -1.09 -0.62
N 0.821 -0.714 4.650 0.18 0.00 0.18 -0.42
C 1.825 -0.690 3.756 0.03 0.00 0.56 0.33
N 3.073 -0.771 4.201 -0.49 0.01 -0.02 -0.72
S 1.588 -0.551 2.085 -1.27 0.15 -1.12 -0.06
H -0.965 0.216 4.639 0.29 -0.22 0.01 0.41
H -1.046 -1.437 4.674 0.22 0.09 -0.11 0.41
H 1.051 -0.755 5.641 -0.28 0.01 -0.20 0.42
H 3.304 -0.859 5.179 0.02 -0.02 0.04 0.43
H 3.834 -0.760 3.540 0.01 0.02 0.00 0.45
C 3.137 2.435 -3.235 -0.26 0.00 0.33 -0.59
C 1.801 2.730 -2.516 0.46 0.58 -0.62 -0.09
C 2.113 3.164 -1.084 -0.09 -0.10 -0.25 -0.61
C 1.095 3.899 -3.238 0.07 -0.23 0.33 -0.59
C 0.927 1.509 -2.594 -0.48 -0.64 0.12 0.05
C 0.527 0.991 -3.858 0.05 0.07 0.46 -0.12
C -0.290 -0.108 -3.988 -0.04 -0.14 0.12 -0.21
C -0.727 -0.761 -2.836 0.51 0.63 0.96 -0.23
S -1.719 -2.157 -2.654 0.14 0.07 1.51 0.54
C -1.568 -2.000 -0.900 0.23 0.46 -1.77 0.08
N -0.821 -0.984 -0.528 -1.25 -0.23 2.83 -0.43
C -0.330 -0.265 -1.564 0.25 0.56 -1.64 0.11
C 0.477 0.858 -1.451 0.13 0.20 -0.40 -0.25
C -2.166 -2.846 0.076 -0.54 -0.48 0.95 -0.07
C -2.966 -3.956 -0.264 0.75 0.84 0.16 -0.16
C -3.492 -4.750 0.729 -0.02 -0.09 0.71 -0.15
C -3.215 -4.461 2.065 0.19 0.08 -0.42 -0.16
C -2.439 -3.354 2.407 0.07 0.33 0.59 -0.24
C -1.923 -2.514 1.441 -0.20 1.53 -0.78 -0.11
H 3.770 3.319 -3.190 0.08 0.04 -0.02 0.23
H 2.999 2.169 -4.279 -0.04 -0.02 -0.08 0.22
H 3.643 1.616 -2.728 0.18 -0.09 -0.04 0.21
H 2.756 4.040 -1.108 0.05 0.07 0.00 0.24
H 2.637 2.383 -0.539 0.09 -0.10 0.13 0.20
H 1.207 3.436 -0.548 -0.13 0.04 0.14 0.20
H 1.733 4.779 -3.206 0.02 0.09 -0.02 0.23
H 0.163 4.126 -2.725 -0.14 0.14 -0.04 0.21
H 0.874 3.677 -4.278 0.00 -0.04 -0.07 0.22
H 0.869 1.466 -4.764 0.04 0.12 -0.03 0.23
H -0.591 -0.464 -4.960 0.03 -0.02 -0.16 0.25
H 0.732 1.193 -0.458 0.12 0.17 0.07 0.22
H -3.159 -4.171 -1.305 0.00 -0.04 -0.09 0.24
H -4.111 -5.602 0.488 -0.02 0.00 -0.06 0.25
H -3.607 -5.089 2.849 -0.03 -0.07 0.09 0.25
H -2.257 -3.166 3.456 -0.08 0.05 0.11 0.21
C -1.904 1.360 1.732 -0.10 -1.30 -0.52 -0.67
H -2.903 1.268 2.154 0.01 -0.26 0.11 0.23
H -1.983 1.697 0.700 0.13 -0.28 -0.06 0.23
H -1.324 2.083 2.301 0.44 -0.33 0.25 0.23
```
Positions in Å, forces in eV/Å.

=====

ORCA calculation (ωB97M-V/def2-TZVPD) on C19H24N2O4 in the gas phase in a non-equilibrium geometry.

Computed properties:
- spin multiplicity = 1
- E_LUMO (Ha) = 0.0307
- Kohn-Sham gap (Eh) = 0.3537
- energy relative to the best compared isomer or geometry (same formula, charge and spin) (kcal per mole) = 11.3
- SMILES string = CCCCc1nc2cc(C(=O)N3CCCC[C@H]3C(=O)OC)ccc2o1
- E_HOMO (eV) = -8.79
- calculated total energy (Ha) = -1148.9345

Structure (XYZ):
```
49
Properties=species:S:1:pos:R:3:forces:R:3:nbo_charge:R:1
C -6.164 -0.150 -1.982 0.19 -0.16 0.05 -0.61
C -5.356 -1.177 -1.198 -0.21 0.01 0.10 -0.40
C -5.707 -1.217 0.290 0.16 0.06 -0.15 -0.38
C -5.443 0.110 1.018 -0.14 -0.07 -0.16 -0.47
C -4.027 0.525 0.873 0.29 -0.32 0.47 0.54
N -3.006 -0.028 1.431 -0.56 -0.38 0.27 -0.49
C -1.916 0.682 0.978 -0.05 0.84 -0.72 0.14
C -0.560 0.549 1.232 -0.15 0.14 -0.11 -0.23
C 0.295 1.440 0.600 -0.14 0.16 0.13 -0.12
C 1.763 1.414 0.895 -0.08 0.08 0.05 0.68
O 2.298 2.326 1.502 -0.03 0.29 0.02 -0.62
N 2.450 0.322 0.485 0.39 -0.14 -0.07 -0.43
C 1.938 -0.738 -0.355 -0.31 -0.44 -0.18 -0.23
C 2.217 -2.096 0.288 0.12 0.11 -0.25 -0.40
C 3.716 -2.247 0.537 -0.16 -0.01 0.29 -0.40
C 4.205 -1.106 1.424 0.10 -0.04 -0.22 -0.40
C 3.863 0.247 0.789 0.16 0.21 0.42 -0.15
C 4.711 0.524 -0.447 -0.23 0.08 0.00 0.79
O 4.288 0.768 -1.546 0.05 0.05 -0.06 -0.60
O 6.012 0.480 -0.146 0.02 -0.10 0.38 -0.51
C 6.911 0.760 -1.212 0.08 0.10 -0.37 -0.26
C -0.191 2.444 -0.245 0.12 -0.10 0.06 -0.18
C -1.540 2.586 -0.511 -0.41 -0.01 -0.06 -0.24
C -2.388 1.690 0.113 1.03 -0.56 0.54 0.23
O -3.739 1.576 0.058 -0.30 0.26 -0.26 -0.42
H -5.899 0.863 -1.689 -0.03 0.15 -0.01 0.20
H -5.967 -0.252 -3.047 -0.03 0.06 -0.10 0.21
H -7.229 -0.294 -1.816 -0.15 0.03 -0.01 0.20
H -5.538 -2.169 -1.616 0.10 0.00 0.00 0.21
H -4.290 -0.966 -1.312 0.08 -0.08 -0.03 0.20
H -5.114 -1.995 0.772 -0.07 -0.02 0.06 0.22
H -6.763 -1.469 0.407 -0.02 -0.06 0.05 0.20
H -6.079 0.899 0.619 -0.04 0.01 0.08 0.23
H -5.661 -0.023 2.079 0.02 0.12 -0.04 0.24
H -0.195 -0.210 1.905 0.08 -0.13 0.08 0.23
H 0.869 -0.593 -0.507 0.18 -0.02 -0.05 0.23
H 2.436 -0.684 -1.330 -0.11 -0.01 0.05 0.21
H 1.856 -2.888 -0.369 -0.05 -0.02 0.00 0.21
H 1.681 -2.167 1.237 -0.07 -0.04 0.04 0.20
H 3.925 -3.206 1.016 0.07 -0.02 -0.07 0.21
H 4.246 -2.224 -0.418 0.06 -0.07 -0.08 0.20
H 5.282 -1.165 1.578 -0.04 0.01 0.07 0.23
H 3.712 -1.166 2.397 0.02 0.06 0.03 0.21
H 4.074 1.059 1.499 0.00 -0.20 -0.20 0.28
H 6.674 1.726 -1.662 0.05 -0.08 0.03 0.20
H 6.841 -0.013 -1.980 0.02 0.07 0.05 0.19
H 7.905 0.774 -0.774 -0.05 -0.01 -0.01 0.20
H 0.518 3.122 -0.694 0.06 0.09 -0.04 0.23
H -1.914 3.356 -1.164 -0.01 0.10 -0.09 0.23
```
Positions in Å, forces in eV/Å.